(1)
The following is a DFT calculation (the ωB97M-V functional and the def2-TZVPD basis) of a molecular structure, C4H10OS in a non-equilibrium geometry.

```
16
Properties=species:S:1:pos:R:3
C 0.442 0.104 -1.571
C -0.005 1.288 -2.301
C -0.996 -1.401 1.148
C 0.419 -0.941 1.408
O -0.625 1.721 1.156
S 0.501 0.857 0.676
H 1.583 0.020 -1.649
H 0.712 2.001 -2.797
H -0.571 0.914 -3.065
H -0.743 1.724 -1.611
H -1.460 -1.920 1.961
H -1.695 -0.661 0.906
H -0.938 -2.179 0.356
H 1.254 -1.552 0.949
H 0.696 -1.004 2.563
H 1.426 1.029 1.870
```

Computed properties:
- ΔE to the lowest compared entry with this formula, charge and spin: 70.8 kcal per mole
- Spin multiplicity: 3
- Frontier orbital gap (spin up / spin down): 7.8 / 8.2 eV
- F_max: 4.9 eV/Å

=====

(2)
The following is a DFT calculation (the ωB97M-V functional and the def2-TZVPD basis) of 2 unconnected molecules or ions with the total composition CH2BrNO4 in a non-equilibrium geometry.

```
9
Properties=species:S:1:pos:R:3
O 1.192 -0.811 -1.813
C 1.251 -0.861 -0.641
O 0.686 -1.673 0.265
Br 2.270 0.500 0.324
H -0.165 -2.055 0.127
O -1.859 0.092 -0.312
N -0.770 0.606 -0.571
O -0.868 1.496 -1.662
H 0.012 1.851 -2.067
```

Computed properties:
- ΔE to the lowest compared entry with this formula, charge and spin: 32.0 kcal per mole
- Spin multiplicity: 1
- Frontier orbital gap: 10.1 eV
- SMILES: O=C(O)Br.O=NO
- F_max: 4.9 eV/Å

=====

(3)
The following is a DFT calculation (the ωB97M-V functional and the def2-TZVPD basis) of 2 unconnected molecules or ions with the total composition C6H10IN in a non-equilibrium geometry.

```
18
Properties=species:S:1:pos:R:3
C -2.539 -0.107 -2.864
C -3.333 -0.800 -2.014
C -2.365 0.069 -1.443
C 1.811 0.310 1.927
C 1.052 -0.685 1.054
C 0.157 -0.035 0.052
N -0.586 -0.997 -0.678
I 0.179 -1.529 -2.530
H -2.175 0.091 -3.798
H -3.985 -1.657 -2.028
H -2.076 0.769 -0.655
H 1.090 0.740 2.564
H 2.465 -0.272 2.558
H 2.247 1.128 1.380
H 0.628 -1.335 1.817
H 1.658 -1.441 0.609
H -0.587 0.580 0.664
H 0.732 0.536 -0.633
```

Computed properties:
- ΔE to the lowest compared entry with this formula, charge and spin: 122.2 kcal per mole
- Spin multiplicity: 1
- Frontier orbital gap: 8.0 eV
- F_max: 4.3 eV/Å